No. 1
Formula: C5H10F2
Source: the Open Molecules 2025 dataset
Level of theory: ωB97M-V/def2-TZVPD

## Properties
**Orbital gap**: 0.4236 Eh
**Highest occupied orbital energy**: -10.67 eV
**SMILES**: CC(C)(C)C(F)F
**Multiplicity**: 1
**Lowest unoccupied orbital energy**: 0.858 eV
**ΔE to the lowest compared entry with this formula, charge and spin**: 140.29 kJ/mol
**E**: -10781.279 eV

Cartesian coordinates (Å):
1 C -0.19070 -1.18790 -0.68159
2 C 0.26199 0.04177 0.02211
3 C 0.10556 0.02068 1.52329
4 C -0.36842 1.22738 -0.43062
5 C 1.83404 0.03902 -0.33828
6 F 2.51775 1.02832 0.10102
7 F 2.52390 -1.05762 0.09096
8 H -1.17102 -1.40510 -0.53206
9 H 0.34513 -2.03368 -0.39546
10 H -0.04346 -1.08934 -1.71795
11 H 0.30901 0.94086 2.01423
12 H 0.65411 -0.91675 2.02618
13 H -0.89356 -0.23490 1.74024
14 H -1.25518 1.55654 0.25330
15 H 0.22285 2.06200 -0.25244
16 H -0.70122 1.15051 -1.51681
17 H 1.90057 -0.02167 -1.41800

These are the Mulliken partial charges, in e, on atoms 1 to 5: atom 1 (C): -2.17, atom 2 (C): 2.08, atom 3 (C): -1.87, atom 4 (C): -1.71, atom 5 (C): 0.06


No. 2
Formula: C5H10FN
Source: the Open Molecules 2025 dataset
Level of theory: ωB97M-V/def2-TZVPD

## Properties
**Orbital gap**: 0.3747 Eh
**Highest occupied orbital energy**: -9.32 eV
**Multiplicity**: 1
**Lowest unoccupied orbital energy**: 0.874 eV
**ΔE to the lowest compared entry with this formula, charge and spin**: 467.41 kJ/mol
**E**: -9549.774 eV

Cartesian coordinates (Å):
1 C 1.44990 -0.97611 -0.24351
2 C 0.39633 -0.01861 -0.01050
3 C -0.65851 0.25780 -1.07220
4 C -1.73716 0.35904 0.05802
5 C -0.75311 -0.32067 1.11103
6 H 1.30347 -1.96436 -1.19186
7 H 1.78619 -1.61795 0.83762
8 H 2.49944 -0.19075 -0.74011
9 H 0.23145 1.75216 0.72826
10 H 2.09971 1.34278 0.58442
11 H -0.81365 -0.71544 -1.63759
12 H -0.56597 0.95815 -1.99385
13 H -1.84903 1.44957 0.37442
14 H -0.89312 -1.43179 1.19587
15 H -0.55971 0.02668 2.14101
16 N 1.01106 1.30052 0.04952
17 F -2.94731 -0.21101 -0.19056

These are the Mulliken partial charges, in e, on atoms 1 to 5: atom 1 (C): -1.27, atom 2 (C): 1.42, atom 3 (C): -1.03, atom 4 (C): 0.30, atom 5 (C): -1.11


No. 3
Formula: C5H10FNO2S
Source: the Open Molecules 2025 dataset
Level of theory: ωB97M-V/def2-TZVPD

## Properties
**Orbital gap**: 0.3502 Eh
**Highest occupied orbital energy**: -8.84 eV
**SMILES**: C=C(N)[C@H](F)CS(C)(=O)=O
**Multiplicity**: 1
**Lowest unoccupied orbital energy**: 0.689 eV
**ΔE to the lowest compared entry with this formula, charge and spin**: 0.00 kJ/mol
**E**: -24483.040 eV

Cartesian coordinates (Å):
1 C 1.08174 0.38953 1.46028
2 C 1.17272 -0.47904 0.44539
3 N 1.85852 -0.25316 -0.70390
4 C 0.21509 -1.67049 0.38244
5 F 1.01013 -2.75042 0.03729
6 C -0.91830 -1.38583 -0.68331
7 S -2.23654 -0.34617 0.09112
8 C -1.55360 1.21256 -0.45022
9 O -3.51998 -0.46868 -0.57350
10 O -2.17564 -0.54520 1.50600
11 H 1.71618 1.32616 1.62218
12 H 0.38286 0.12340 2.18280
13 H 2.09779 -1.12628 -1.13326
14 H 2.47260 0.50232 -0.64658
15 H -0.05651 -1.74013 1.43332
16 H -0.40018 -0.97895 -1.47428
17 H -1.35274 -2.44008 -0.87740
18 H -2.11216 2.06842 0.12401
19 H -1.62072 1.27076 -1.49363
20 H -0.54768 1.38700 -0.07600

These are the Mulliken partial charges, in e, on atoms 1 to 5: atom 1 (C): -1.06, atom 2 (C): 0.32, atom 3 (N): -0.43, atom 4 (C): -0.05, atom 5 (F): -0.37


No. 4
Formula: C5H10FNS
Source: the Open Molecules 2025 dataset
Level of theory: ωB97M-V/def2-TZVPD

## Properties
**Orbital gap**: 0.3566 Eh
**Highest occupied orbital energy**: -8.82 eV
**SMILES**: C[C@]1(S)[C@H](F)C[C@@H]1N
**Multiplicity**: 1
**Lowest unoccupied orbital energy**: 0.882 eV
**ΔE to the lowest compared entry with this formula, charge and spin**: 140.21 kJ/mol
**E**: -20388.327 eV

Cartesian coordinates (Å):
1 C -0.46330 -0.54157 1.48732
2 C -0.55981 -0.42312 -0.00923
3 S -2.20673 -0.87542 -0.53285
4 C 0.64724 -1.30388 -0.61452
5 F 1.21350 -2.17000 0.17664
6 C 1.29988 0.04174 -0.97949
7 C 0.00124 0.85367 -0.65423
8 N -0.01947 2.02046 0.23625
9 H -1.32026 -0.17296 2.18181
10 H 0.41000 0.08457 1.77616
11 H -0.38125 -1.63119 1.76547
12 H -2.88313 0.33433 -0.46844
13 H 0.24767 -1.88136 -1.50572
14 H 1.58293 0.02101 -2.02114
15 H 2.09057 0.19794 -0.22885
16 H -0.59761 0.99315 -1.61811
17 H 0.55927 2.73223 -0.20578
18 H 0.37925 1.72039 1.21471

These are the Mulliken partial charges, in e, on atoms 1 to 5: atom 1 (C): -1.39, atom 2 (C): 0.98, atom 3 (S): -0.27, atom 4 (C): -0.14, atom 5 (F): -0.35


No. 5
Formula: C5H10HgO5
Source: the Open Molecules 2025 dataset
Level of theory: ωB97M-V/def2-TZVPD

## Properties
**Orbital gap (alpha / beta)**: 0.3115 / 0.2287 Eh
**Highest occupied orbital energy (alpha / beta)**: -8.26 / -9.48 eV
**Multiplicity**: 3
**Lowest unoccupied orbital energy (alpha / beta)**: 0.215 / -3.261 eV
**ΔE to the lowest compared entry with this formula, charge and spin**: 29.10 kJ/mol
**E**: -19755.712 eV

Cartesian coordinates (Å):
1 C -1.86610 -1.18601 -2.68214
2 C -0.69286 -1.17664 -1.72188
3 O -0.76139 -2.35699 -0.93154
4 C 0.18292 -2.54448 0.00339
5 O 1.09364 -1.69539 0.16493
6 O 0.10328 -3.60412 0.67391
7 O -1.75843 -0.03496 -3.47871
8 H -2.83247 -1.20470 -2.11142
9 H -1.83992 -2.10572 -3.29248
10 H -0.73746 -0.28802 -1.07669
11 H 0.25354 -1.15258 -2.28069
12 H -2.53193 0.04288 -4.06656
13 Hg 2.12411 -3.15725 2.08575
14 C -5.81163 -1.19063 -0.59755
15 C -6.39033 0.16945 -0.51580
16 O -5.62164 0.95928 0.38231
17 H -6.18144 -1.87984 -1.35669
18 H -5.29811 -1.60720 0.27143
19 H -7.43963 0.12327 -0.15846
20 H -6.42281 0.63609 -1.51746
21 H -5.97976 1.84971 0.42485

These are the Mulliken partial charges, in e, on atoms 1 to 5: atom 1 (C): -0.20, atom 2 (C): -0.36, atom 3 (O): -0.24, atom 4 (C): 0.89, atom 5 (O): -0.71


No. 6
Formula: C5H10IO4P
Source: the Open Molecules 2025 dataset
Level of theory: ωB97M-V/def2-TZVPD

## Properties
**Orbital gap**: 0.2508 Eh
**Highest occupied orbital energy**: -2.14 eV
**Multiplicity**: 1
**Charge**: -2
**Lowest unoccupied orbital energy**: 4.689 eV
**ΔE to the lowest compared entry with this formula, charge and spin**: 177.24 kJ/mol
**E**: -30930.294 eV

Cartesian coordinates (Å):
1 C -1.14214 -1.84544 -0.06138
2 C -0.33688 2.40892 -0.05412
3 C 0.16658 -1.11872 0.48665
4 C 0.72218 1.41490 0.41555
5 C 0.66919 0.10197 -0.31300
6 O 3.81387 0.79565 -0.88717
7 O 3.16618 -1.80687 -1.07922
8 O 1.18302 0.04085 -1.41267
9 O 2.58193 -0.42770 0.92714
10 P 3.06643 -0.43750 -0.47031
11 I -10.68046 -1.32084 -0.46188
12 H -1.34918 -2.87002 0.45810
13 H -1.18111 -2.04004 -1.07897
14 H -2.00808 -1.28368 0.11942
15 H -0.08693 3.40268 0.44598
16 H -0.44022 2.48736 -1.19246
17 H -1.33415 2.06343 0.51946
18 H 0.96523 -1.80677 0.39849
19 H -0.01648 -0.71340 1.39308
20 H 0.49320 1.22290 1.55292
21 H 1.74782 1.73232 0.29439

These are the Mulliken partial charges, in e, on atoms 1 to 5: atom 1 (C): -1.37, atom 2 (C): -1.01, atom 3 (C): -0.45, atom 4 (C): -0.32, atom 5 (C): 0.45


Q: Which formula does entry 5 have?
A: C5H10HgO5


Q: Which of these has the highest E?
A: C5H10FN


Copy entry 4 word for word.
Formula: C5H10FNS
Source: the Open Molecules 2025 dataset
Level of theory: ωB97M-V/def2-TZVPD

## Properties
**Orbital gap**: 0.3566 Eh
**Highest occupied orbital energy**: -8.82 eV
**SMILES**: C[C@]1(S)[C@H](F)C[C@@H]1N
**Multiplicity**: 1
**Lowest unoccupied orbital energy**: 0.882 eV
**ΔE to the lowest compared entry with this formula, charge and spin**: 140.21 kJ/mol
**E**: -20388.327 eV

Cartesian coordinates (Å):
1 C -0.46330 -0.54157 1.48732
2 C -0.55981 -0.42312 -0.00923
3 S -2.20673 -0.87542 -0.53285
4 C 0.64724 -1.30388 -0.61452
5 F 1.21350 -2.17000 0.17664
6 C 1.29988 0.04174 -0.97949
7 C 0.00124 0.85367 -0.65423
8 N -0.01947 2.02046 0.23625
9 H -1.32026 -0.17296 2.18181
10 H 0.41000 0.08457 1.77616
11 H -0.38125 -1.63119 1.76547
12 H -2.88313 0.33433 -0.46844
13 H 0.24767 -1.88136 -1.50572
14 H 1.58293 0.02101 -2.02114
15 H 2.09057 0.19794 -0.22885
16 H -0.59761 0.99315 -1.61811
17 H 0.55927 2.73223 -0.20578
18 H 0.37925 1.72039 1.21471

These are the Mulliken partial charges, in e, on atoms 1 to 5: atom 1 (C): -1.39, atom 2 (C): 0.98, atom 3 (S): -0.27, atom 4 (C): -0.14, atom 5 (F): -0.35